(1)
Density functional theory data (wB97M-V/def2-TZVPD) for a 12-piece molecular cluster, C26H54Cl22NO7P2S overall in a non-equilibrium geometry.

Computed properties:
- E: -12809.6803 hartree
- HOMO energy: -5.412 eV
- LUMO energy: 1.6 eV
- Kohn-Sham gap: 7.06 eV
- Charge: -1

Atoms and positions in Å:
1 N 3.873 1.805 1.895
2 C 2.914 1.157 0.900
3 C 3.135 1.718 -0.650
4 O 2.980 0.633 -1.670
5 C 2.164 3.029 -0.994
6 O 0.903 2.655 -1.662
7 P -0.497 3.153 -0.741
8 O -1.762 2.948 -1.716
9 O -0.512 4.833 -0.284
10 P -0.078 5.072 1.387
11 S -1.547 5.835 2.475
12 O -0.776 2.043 0.604
13 C -2.058 1.322 0.380
14 O -3.166 1.880 0.878
15 O -2.189 0.059 -0.384
16 H 4.008 2.808 1.588
17 H 3.300 1.896 2.786
18 H 1.803 1.433 1.215
19 H 2.983 -0.011 0.876
20 H 4.260 2.115 -0.676
21 H 2.840 1.077 -2.572
22 H 2.034 3.610 0.013
23 H 2.776 3.696 -1.770
24 H 1.007 6.050 1.425
25 H 0.345 3.884 2.083
26 Cl 5.534 -0.685 -3.996
27 C 4.121 -1.524 -4.686
28 C 3.490 -0.743 -5.828
29 Cl 2.703 0.753 -5.265
30 H 3.406 -1.705 -3.878
31 H 4.476 -2.493 -5.050
32 H 2.715 -1.348 -6.308
33 H 4.230 -0.472 -6.588
34 Cl 1.975 -2.463 -0.336
35 C 0.699 -3.586 0.200
36 C -0.399 -2.879 0.978
37 Cl 0.169 -2.296 2.563
38 H 1.170 -4.376 0.793
39 H 0.281 -4.042 -0.703
40 H -1.222 -3.573 1.173
41 H -0.799 -2.023 0.425
42 Cl -2.149 -4.203 -0.904
43 C -2.367 -3.554 -2.549
44 C -3.256 -4.443 -3.404
45 Cl -2.475 -5.995 -3.798
46 H -1.377 -3.424 -2.996
47 H -2.824 -2.566 -2.441
48 H -3.471 -3.947 -4.356
49 H -4.208 -4.657 -2.909
50 Cl 1.233 2.354 3.809
51 C -0.042 1.230 4.345
52 C -1.141 1.937 5.123
53 Cl -0.573 2.520 6.707
54 H 0.428 0.441 4.938
55 H -0.461 0.775 3.442
56 H -1.964 1.243 5.317
57 H -1.541 2.793 4.570
58 Cl 3.696 -1.550 2.543
59 C 5.423 -1.546 2.104
60 C 5.734 -2.534 0.991
61 Cl 5.567 -4.225 1.527
62 H 6.003 -1.759 3.007
63 H 5.663 -0.530 1.776
64 H 6.770 -2.408 0.661
65 H 5.081 -2.386 0.125
66 Cl -3.855 6.709 -0.362
67 C -4.669 5.266 -1.019
68 C -4.722 5.280 -2.539
69 Cl -5.809 6.546 -3.162
70 H -5.670 5.212 -0.581
71 H -4.099 4.398 -0.675
72 H -5.107 4.324 -2.905
73 H -3.731 5.438 -2.976
74 Cl -4.569 -2.964 -7.191
75 C -5.844 -4.087 -6.656
76 C -6.942 -3.380 -5.877
77 Cl -6.375 -2.797 -4.293
78 H -5.374 -4.877 -6.062
79 H -6.263 -4.543 -7.558
80 H -7.766 -4.074 -5.683
81 H -7.342 -2.525 -6.430
82 Cl 7.615 -3.345 5.977
83 C 6.484 -4.720 6.024
84 C 5.169 -4.406 5.328
85 Cl 4.208 -3.200 6.219
86 H 6.330 -4.998 7.070
87 H 6.981 -5.555 5.519
88 H 4.558 -5.311 5.261
89 H 5.330 -4.029 4.313
90 Cl 0.845 6.245 7.464
91 C 1.883 6.163 8.911
92 C 2.211 4.731 9.302
93 Cl 0.783 3.856 9.910
94 H 1.378 6.697 9.721
95 H 2.804 6.702 8.669
96 H 2.951 4.726 10.107
97 H 2.621 4.166 8.459
98 Cl -1.351 -0.751 -11.746
99 C -2.731 0.040 -10.942
100 C -3.646 -0.961 -10.256
101 Cl -4.526 -1.978 -11.424
102 H -3.267 0.630 -11.691
103 H -2.312 0.729 -10.202
104 H -4.401 -0.431 -9.667
105 H -3.090 -1.621 -9.583
106 Cl -1.766 -1.172 5.543
107 C -3.179 -2.011 4.854
108 C -3.809 -1.230 3.712
109 Cl -4.597 0.266 4.274
110 H -3.894 -2.192 5.662
111 H -2.824 -2.980 4.490
112 H -4.585 -1.834 3.232
113 H -3.070 -0.959 2.951


(2)
Density functional theory data (wB97M-V/def2-TZVPD) for an isolated ion of composition C17H24NO4S and charge -1 in a non-equilibrium geometry.

Computed properties:
- E: -1416.0619 hartree
- HOMO energy: -4.346 eV
- LUMO energy: 2.6 eV
- Kohn-Sham gap: 6.92 eV
- SMILES: CCCCCS(=O)(=O)NC[C@@H]1Cc2ccc(CC(=O)[O-])cc2C1
- Charge: -1

Atoms and positions in Å:
1 O -0.212 1.422 3.942
2 O -0.902 -0.309 -3.801
3 O 1.000 1.232 -4.061
4 O -2.177 0.600 3.245
5 C -1.066 0.507 3.803
6 C -0.154 -3.028 2.852
7 C 0.449 -3.731 1.806
8 C 0.601 -0.921 1.795
9 C -0.109 -1.612 2.830
10 C 1.108 -2.998 0.803
11 C 1.208 -1.573 0.719
12 N 1.435 -0.918 -3.093
13 C -0.659 -0.905 4.042
14 C -1.794 5.018 -0.863
15 C 1.789 -3.549 -0.388
16 C 2.189 -1.224 -0.234
17 C 1.141 -2.129 -2.360
18 C -2.335 3.866 0.062
19 C -1.355 2.700 -0.097
20 C -1.044 2.269 -1.544
21 C 2.249 -2.336 -1.236
22 C -0.305 1.001 -1.628
23 S 0.250 0.301 -3.183
24 H -0.577 -3.597 3.641
25 H 0.381 -4.823 1.655
26 H 0.669 0.131 1.911
27 H 1.555 -1.180 -4.033
28 H -1.375 -1.547 4.665
29 H 0.191 -0.791 4.652
30 H -2.319 5.916 -0.540
31 H -0.831 5.177 -0.536
32 H -1.792 4.817 -1.901
33 H 1.096 -4.106 -1.011
34 H 2.533 -4.276 -0.072
35 H 3.185 -0.823 0.167
36 H 1.915 -0.276 -0.772
37 H 1.117 -2.998 -3.136
38 H 0.206 -2.066 -1.778
39 H -2.469 4.215 1.150
40 H -3.207 3.498 -0.366
41 H -1.742 1.876 0.411
42 H -0.427 2.995 0.341
43 H -1.965 2.201 -2.170
44 H -0.535 3.056 -2.027
45 H 3.282 -2.613 -1.609
46 H 0.630 1.296 -1.043
47 H -0.827 0.235 -1.010


(3)
Density functional theory data (wB97M-V/def2-TZVPD) for a 2-piece molecular cluster, C4H12NO3 overall in a non-equilibrium geometry.

Computed properties:
- ΔE to the lowest compared entry with this formula, charge and spin: 1.435 eV
- E: -439.9384 hartree
- HOMO energy (spin up / spin down): -9.760 / -9.760 eV
- LUMO energy (spin up / spin down): 0.6 / -2.7 eV
- Spin multiplicity: 2
- Kohn-Sham gap (spin up / spin down): 10.40 / 7.04 eV
- Charge: 0

Atoms and positions in Å:
1 C 0.059 -1.588 0.868
2 C 0.199 -0.083 0.795
3 C -1.180 0.763 0.804
4 O -1.022 1.745 -0.101
5 N 0.162 -2.207 -0.478
6 C 1.497 -2.253 -1.016
7 O 2.047 -1.208 -1.867
8 H 0.708 -2.131 1.549
9 H -0.984 -1.814 1.115
10 H 0.755 0.461 1.570
11 H 0.807 0.334 -0.013
12 H -2.053 0.093 0.741
13 H -1.223 1.198 1.812
14 H -0.345 -1.597 -1.122
15 H 1.652 -3.107 -1.674
16 H 2.206 -2.386 -0.193
17 H 1.424 -0.471 -1.877
18 H -1.409 3.821 1.684
19 H -1.466 3.151 0.354
20 O -1.619 4.035 0.767


(4)
Density functional theory data (wB97M-V/def2-TZVPD) for C30H32HfN4OS4 as an isolated structure.

Computed properties:
- ΔE to the lowest compared entry with this formula, charge and spin: 0.000 eV
- E: -3097.1099 hartree
- HOMO energy: -13.089 eV
- LUMO energy: -5.8 eV
- Kohn-Sham gap: 7.28 eV
- Charge: +2

Atoms and positions in Å:
1 Hf 0.325 -0.042 -0.143
2 S 0.900 -1.474 -2.080
3 C -0.122 -2.904 -1.793
4 C 0.378 -4.183 -1.996
5 C -0.450 -5.286 -1.836
6 C -1.783 -5.125 -1.480
7 C -2.292 -3.850 -1.277
8 C -1.452 -2.756 -1.420
9 S -2.020 -1.086 -1.161
10 C -3.023 -1.275 0.316
11 C -2.979 -0.027 1.147
12 C -4.130 0.368 1.808
13 C -4.078 1.441 2.677
14 C -2.870 2.090 2.845
15 C -1.770 1.664 2.121
16 C -0.468 2.396 2.271
17 S 0.951 1.314 2.128
18 C 0.685 0.125 3.409
19 C 0.950 0.565 4.708
20 C 0.755 -0.285 5.777
21 C 0.317 -1.584 5.534
22 C 0.084 -2.026 4.245
23 C 0.261 -1.181 3.143
24 S -0.028 -1.896 1.541
25 N -1.812 0.624 1.277
26 H 1.414 -4.311 -2.283
27 H -0.052 -6.279 -1.998
28 H -2.427 -5.986 -1.368
29 H -3.334 -3.722 -1.010
30 H -2.600 -2.108 0.879
31 H -4.049 -1.508 0.042
32 H -5.046 -0.184 1.652
33 H -4.959 1.756 3.222
34 H -2.771 2.921 3.531
35 H -0.420 2.894 3.237
36 H -0.335 3.165 1.506
37 H 1.315 1.573 4.873
38 H 0.956 0.052 6.785
39 H 0.168 -2.267 6.361
40 H -0.238 -3.046 4.074
41 O 2.460 -0.770 0.535
42 C 3.744 -0.785 -0.154
43 C 4.596 0.368 0.290
44 C 3.847 1.701 0.200
45 C 3.206 1.888 -1.144
46 C 3.927 2.573 -2.117
47 C 3.437 2.720 -3.396
48 C 2.199 2.172 -3.690
49 C 1.527 1.518 -2.688
50 N 1.992 1.352 -1.426
51 H 2.502 -1.213 1.389
52 H 3.492 -0.745 -1.210
53 H 4.209 -1.752 0.031
54 H 5.497 0.380 -0.332
55 H 4.936 0.221 1.318
56 H 4.539 2.523 0.377
57 H 3.104 1.761 0.984
58 H 4.889 2.986 -1.845
59 H 4.007 3.251 -4.148
60 H 1.760 2.243 -4.675
61 H 0.565 1.088 -2.913
62 C -2.868 2.360 -3.636
63 N -2.389 3.000 -2.390
64 C -3.095 4.187 -1.861
65 C -1.534 2.370 -1.635
66 N -0.767 1.802 -0.977
67 H -3.113 3.159 -4.332
68 H -3.750 1.753 -3.442
69 H -2.074 1.751 -4.061
70 H -3.247 4.870 -2.692
71 H -2.473 4.672 -1.114
72 H -4.055 3.903 -1.432


Copy entry 3 word for word.
Density functional theory data (wB97M-V/def2-TZVPD) for a 2-piece molecular cluster, C4H12NO3 overall in a non-equilibrium geometry.

Computed properties:
- ΔE to the lowest compared entry with this formula, charge and spin: 1.435 eV
- E: -439.9384 hartree
- HOMO energy (spin up / spin down): -9.760 / -9.760 eV
- LUMO energy (spin up / spin down): 0.6 / -2.7 eV
- Spin multiplicity: 2
- Kohn-Sham gap (spin up / spin down): 10.40 / 7.04 eV
- Charge: 0

Atoms and positions in Å:
1 C 0.059 -1.588 0.868
2 C 0.199 -0.083 0.795
3 C -1.180 0.763 0.804
4 O -1.022 1.745 -0.101
5 N 0.162 -2.207 -0.478
6 C 1.497 -2.253 -1.016
7 O 2.047 -1.208 -1.867
8 H 0.708 -2.131 1.549
9 H -0.984 -1.814 1.115
10 H 0.755 0.461 1.570
11 H 0.807 0.334 -0.013
12 H -2.053 0.093 0.741
13 H -1.223 1.198 1.812
14 H -0.345 -1.597 -1.122
15 H 1.652 -3.107 -1.674
16 H 2.206 -2.386 -0.193
17 H 1.424 -0.471 -1.877
18 H -1.409 3.821 1.684
19 H -1.466 3.151 0.354
20 O -1.619 4.035 0.767


Please write out number 4 again, unchanged.
Density functional theory data (wB97M-V/def2-TZVPD) for C30H32HfN4OS4 as an isolated structure.

Computed properties:
- ΔE to the lowest compared entry with this formula, charge and spin: 0.000 eV
- E: -3097.1099 hartree
- HOMO energy: -13.089 eV
- LUMO energy: -5.8 eV
- Kohn-Sham gap: 7.28 eV
- Charge: +2

Atoms and positions in Å:
1 Hf 0.325 -0.042 -0.143
2 S 0.900 -1.474 -2.080
3 C -0.122 -2.904 -1.793
4 C 0.378 -4.183 -1.996
5 C -0.450 -5.286 -1.836
6 C -1.783 -5.125 -1.480
7 C -2.292 -3.850 -1.277
8 C -1.452 -2.756 -1.420
9 S -2.020 -1.086 -1.161
10 C -3.023 -1.275 0.316
11 C -2.979 -0.027 1.147
12 C -4.130 0.368 1.808
13 C -4.078 1.441 2.677
14 C -2.870 2.090 2.845
15 C -1.770 1.664 2.121
16 C -0.468 2.396 2.271
17 S 0.951 1.314 2.128
18 C 0.685 0.125 3.409
19 C 0.950 0.565 4.708
20 C 0.755 -0.285 5.777
21 C 0.317 -1.584 5.534
22 C 0.084 -2.026 4.245
23 C 0.261 -1.181 3.143
24 S -0.028 -1.896 1.541
25 N -1.812 0.624 1.277
26 H 1.414 -4.311 -2.283
27 H -0.052 -6.279 -1.998
28 H -2.427 -5.986 -1.368
29 H -3.334 -3.722 -1.010
30 H -2.600 -2.108 0.879
31 H -4.049 -1.508 0.042
32 H -5.046 -0.184 1.652
33 H -4.959 1.756 3.222
34 H -2.771 2.921 3.531
35 H -0.420 2.894 3.237
36 H -0.335 3.165 1.506
37 H 1.315 1.573 4.873
38 H 0.956 0.052 6.785
39 H 0.168 -2.267 6.361
40 H -0.238 -3.046 4.074
41 O 2.460 -0.770 0.535
42 C 3.744 -0.785 -0.154
43 C 4.596 0.368 0.290
44 C 3.847 1.701 0.200
45 C 3.206 1.888 -1.144
46 C 3.927 2.573 -2.117
47 C 3.437 2.720 -3.396
48 C 2.199 2.172 -3.690
49 C 1.527 1.518 -2.688
50 N 1.992 1.352 -1.426
51 H 2.502 -1.213 1.389
52 H 3.492 -0.745 -1.210
53 H 4.209 -1.752 0.031
54 H 5.497 0.380 -0.332
55 H 4.936 0.221 1.318
56 H 4.539 2.523 0.377
57 H 3.104 1.761 0.984
58 H 4.889 2.986 -1.845
59 H 4.007 3.251 -4.148
60 H 1.760 2.243 -4.675
61 H 0.565 1.088 -2.913
62 C -2.868 2.360 -3.636
63 N -2.389 3.000 -2.390
64 C -3.095 4.187 -1.861
65 C -1.534 2.370 -1.635
66 N -0.767 1.802 -0.977
67 H -3.113 3.159 -4.332
68 H -3.750 1.753 -3.442
69 H -2.074 1.751 -4.061
70 H -3.247 4.870 -2.692
71 H -2.473 4.672 -1.114
72 H -4.055 3.903 -1.432